Below is the ion C4H11N2O2 with charge +1 in a non-equilibrium geometry, with properties calculated with ωB97M-V/def2-TZVPD.

Maximum force in Eh/bohr: 0.110
LUMO level in eV: -4.46
Charge: +1
Structure (SMILES): C[N+](C)(C)C[N+](=O)[O-]

XYZ file:
```
19
Properties=species:S:1:pos:R:3:forces:R:3:nbo_charge:R:1
C -0.73158 0.54480 1.19250 1.1 0.6 0.9 -0.421
N 0.01570 -0.33047 0.24569 2.4 2.1 -1.4 -0.208
C -0.93245 -1.03605 -0.63603 -2.9 -0.6 1.0 -0.454
C 1.04231 -1.29701 0.78761 -0.6 1.7 4.1 -0.423
C 0.91965 0.80540 -0.58283 -1.9 -3.8 -3.7 -0.096
N -0.07185 1.73518 -1.29292 -0.1 -2.0 1.1 0.515
O -0.13624 2.80061 -0.79035 -0.1 2.4 0.4 -0.303
O -0.80321 1.26841 -2.13570 0.5 0.2 -0.6 -0.351
H -0.20167 1.48047 1.44321 0.2 -0.7 -0.2 0.244
H -1.60357 0.86301 0.69160 -1.2 0.1 -0.3 0.240
H -0.90819 0.03559 2.10659 -0.5 -0.6 0.6 0.245
H -0.46462 -1.69659 -1.28219 1.6 -0.5 -1.8 0.236
H -1.48701 -1.87136 -0.05235 0.4 2.0 -0.2 0.255
H -1.60881 -0.30228 -1.18141 0.8 -1.4 1.0 0.277
H 1.53457 -1.86589 0.11113 0.9 -1.5 -3.0 0.238
H 1.85547 -0.73059 1.28722 -0.7 -0.1 -0.1 0.238
H 0.64672 -2.01918 1.54905 -0.3 1.0 -0.7 0.258
H 1.37288 0.20848 -1.45238 -0.2 0.9 1.6 0.255
H 1.56188 1.40747 -0.00844 0.6 0.2 1.2 0.256
```
Forces are in eV/Å.